(1)
150
Properties=species:S:1:pos:R:3:mulliken_charge:R:1 method="wB97M-V/def2-TZVPD" fmax_ev_per_a=6.9 total_energy_ha=-5471.0198 total_charge=-1
S 6.7690 11.2055 -2.1636 1.12
S -9.1340 -5.6851 4.6101 1.27
S -0.2129 -5.6828 0.4699 0.99
S 6.0936 5.1563 -0.4540 1.26
S -5.8331 -2.9829 1.5471 1.22
P 0.4969 1.3469 -1.3236 2.13
P 2.2383 0.2711 1.8292 0.15
O -1.2149 -5.3009 1.4402 -0.81
O -6.5971 -1.7947 1.2398 -0.62
O 1.9252 0.4134 -1.7781 -0.69
O -9.1630 -4.3897 3.9671 -0.66
O 5.3480 5.4833 0.7422 -0.72
O -8.4937 -5.8990 5.8880 -0.69
O 0.5491 -4.7074 -0.2789 -0.64
O 7.0548 10.1922 -3.1558 -0.62
O -5.5461 -3.9956 0.5535 -0.75
O 6.0109 12.3965 -2.4722 -0.68
O 6.7955 3.9019 -0.6072 -0.68
O 2.2251 -3.4177 -4.7641 -0.38
O 0.1082 0.2231 -0.0187 0.09
N 2.1953 5.3455 -4.0781 -0.55
C 1.7029 -4.0318 -3.5521 -0.46
C -6.5445 -3.7603 2.9924 -0.41
C 1.2487 -0.6135 0.4215 0.15
C 5.1086 -1.8153 2.3818 -0.48
C 4.0711 -2.6346 2.2551 -0.56
C -9.4248 -8.0883 3.6193 -0.75
C -3.0548 0.7588 -1.3328 0.24
C 0.6607 -8.1918 0.5609 -0.67
C 1.3515 -2.7324 2.1488 -0.80
C 1.1116 2.8057 -2.3966 -0.19
C -4.6393 -2.4218 3.8053 -0.85
C 7.1024 10.5258 0.3849 -0.61
C -5.4888 -3.6606 4.0943 -0.65
C -10.7965 -6.3401 4.6892 -0.69
C 7.9582 11.7608 0.0989 -0.66
C 1.7075 5.5398 -2.7356 -0.47
C 7.1092 6.6994 -2.3062 -0.68
C 1.1999 4.3210 -1.8980 -0.14
C 0.9260 -6.8386 1.2223 -0.63
C 2.0501 -0.8444 -1.0084 -0.55
C 0.9723 1.1839 2.9403 -0.64
C 3.4895 1.5219 1.0579 -0.60
C -0.6874 0.6266 -2.6253 -1.43
C -4.3048 -2.4873 2.3215 0.00
C -4.5127 0.7232 -2.0791 -0.76
C -10.8400 -7.5153 3.7114 -0.62
C -5.7786 1.0049 0.3192 -0.82
C 7.2307 6.4858 -0.8038 -0.57
C 1.6435 2.6697 -3.9110 -0.46
C 8.2971 11.6942 -1.3841 -0.69
C -1.9482 -0.1959 -2.0427 -0.10
C 0.1247 -7.9180 -0.8452 -0.41
C 5.6131 6.6272 -2.6156 -0.53
C -8.5031 -6.8878 3.4536 -0.70
C 1.1566 -3.6169 -5.7678 -0.58
C 2.1487 3.9971 -4.5724 -0.27
C 0.5221 -1.9190 1.0262 0.01
C 2.7496 -3.3766 1.6416 0.63
C 2.2449 -3.3129 -2.1778 0.74
C 1.4444 -1.9136 -2.0618 -0.36
C -0.9360 -6.8382 -0.6800 -0.86
C 0.4472 2.5911 2.3531 -0.42
C -5.6459 0.1512 -1.0517 -0.16
C 5.0518 5.4061 -1.8860 -0.28
C 6.0498 10.4309 -0.7206 0.04
H -1.1818 -6.3307 -1.6132 0.39
H 1.6944 6.5888 -2.2717 0.33
H 7.3813 12.6673 0.3114 0.32
H 5.4251 6.5650 -3.6901 0.45
H -11.5067 -5.5594 4.4120 0.32
H 2.8401 -3.5075 0.5045 -0.15
H -3.1206 0.4048 -0.2220 -0.30
H 1.6374 -3.7476 -6.8221 0.24
H -4.5014 0.1235 -3.0630 0.33
H 0.1699 -2.6864 0.2452 -0.16
H -11.1547 -7.1614 2.7237 0.31
H 3.1329 -1.0441 -0.6097 0.53
H 1.5665 -8.8029 0.5364 0.35
H -10.9831 -6.6658 5.7147 0.35
H 8.2372 6.2082 -0.4892 0.46
H -4.8231 1.8145 -2.3418 0.31
H 3.2341 2.6173 1.2921 0.17
H -2.4761 -0.6820 -2.9680 0.44
H 1.4928 -2.1497 3.1506 0.46
H 3.6560 1.2998 -0.0610 0.15
H 6.8935 7.3674 -0.2523 0.05
H 1.1506 2.0753 -0.2542 -0.49
H 1.8384 -4.0064 -1.3254 -0.55
H -8.5871 -6.4626 2.4502 0.42
H 4.0233 5.5695 -1.5615 0.08
H 5.1208 7.5346 -2.2483 0.10
H 5.1435 10.9805 -0.4583 0.43
H 2.7979 -4.4557 2.0902 0.16
H 8.8596 11.7815 0.7159 0.35
H 0.5440 -4.5767 -5.5824 0.28
H 7.5411 7.6556 -2.6120 0.32
H 1.5097 -1.4111 -3.1132 0.50
H 0.7473 -6.8744 2.2982 0.43
H 5.1080 4.5090 -2.5060 0.31
H -3.5611 -3.2626 2.1195 0.15
H 0.5469 -3.8524 -3.5351 0.29
H 4.4963 1.3018 1.6109 0.38
H 8.6347 12.6475 -1.7910 0.41
H -0.3819 2.3651 1.5644 -0.08
H -4.8514 -4.5516 4.0762 0.32
H -9.3243 -8.7891 2.7872 0.34
H -0.0913 -8.7424 1.1367 0.29
H -5.2196 -1.5178 4.0195 0.32
H 3.3901 -3.2140 -2.1770 0.38
H -6.2527 0.4138 1.1977 0.14
H -6.6653 0.2291 -1.6114 0.36
H 1.9418 -6.4893 1.0253 0.30
H -1.8417 -7.2428 -0.2216 0.35
H 2.5642 3.8633 -5.6561 0.22
H 7.6361 5.9026 -2.8423 0.40
H -0.2883 -8.8191 -1.3046 0.40
H 0.9355 -7.5526 -1.4849 0.19
H 9.0378 10.9159 -1.5840 0.34
H -5.4135 -0.9674 -0.9116 0.01
H 0.6770 -3.6426 2.4447 0.43
H 5.9727 -1.0455 2.2951 0.33
H -3.7360 -2.3970 4.4194 0.41
H -7.4509 -3.2156 3.2575 0.40
H -5.9540 -3.6107 5.0823 0.33
H -1.6560 -1.0984 -1.3669 -0.34
H -6.5270 1.8737 0.0903 0.32
H -0.6331 2.2303 -1.0084 -0.05
H 1.2570 3.2783 1.9166 0.06
H -7.4605 -7.1120 3.6805 0.46
H 0.8525 4.5357 -0.8096 0.19
H 1.8277 -5.1878 -3.5092 0.21
H -2.7547 1.8727 -1.2864 0.22
H -1.1065 1.5312 -3.2367 0.43
H 1.6415 1.6397 -4.4441 0.20
H 0.3142 -2.1371 -1.8801 -0.30
H -0.0907 3.2137 3.1827 0.39
H 7.7357 9.6320 0.3686 0.19
H -4.7964 1.4538 0.7129 0.24
H -9.1819 -8.6230 4.5439 0.33
H 6.6345 10.5777 1.3711 0.41
H -11.5616 -8.2701 4.0342 0.32
H 0.0434 0.4767 2.9854 0.13
H -6.7884 -4.7980 2.7621 0.02
H 5.8018 9.3937 -0.9521 -0.32
H -0.4514 -1.5355 1.5485 -0.01
H -0.1616 -0.0505 -3.4191 0.10
H 0.4887 -2.6621 -5.7726 0.21
H 1.3295 1.2835 4.0409 0.44
H -3.9725 -1.5323 1.9130 0.08

(2)
138
Properties=species:S:1:pos:R:3:mulliken_charge:R:1 method="wB97M-V/def2-TZVPD" smiles="O=C(F)Cc1cc2c(c(F)c1CCCO)C(=O)N(CCO)C2=O.CCCCCC.CCCCCC.CCCCCC.CCCCCC.CCCCCC" fmax_ev_per_a=2.3 total_energy_ha=-2396.3406 total_charge=0
F -4.3494 -7.1801 3.2877 -0.41
F -8.7403 -5.9057 -1.0134 -0.19
O -7.7105 -9.8642 2.5780 -0.57
O -9.5793 -5.9468 1.0347 -0.50
O -2.8599 -5.5451 -2.0530 -0.67
O -0.8154 -3.4133 -0.8219 -0.52
O -1.7929 -7.7386 1.4157 -0.59
N -1.9012 -5.7884 0.0956 0.68
C 2.2892 10.0997 -3.7654 -0.36
C -6.3044 -5.2312 0.9282 1.05
C -6.3904 -7.1254 -3.5660 -0.86
C -5.9416 -4.4113 -5.0631 -0.51
C 4.5422 2.5347 5.2870 -1.25
C -7.6644 -4.5683 0.7495 -1.50
C 1.3385 1.0618 4.8025 -1.04
C 8.7695 4.5523 -3.3577 -1.32
C 3.9163 3.9245 5.2449 -0.46
C -4.8868 -5.4935 -4.8214 -0.06
C -5.3994 -5.0625 -0.1260 -1.05
C -7.0204 -8.6191 2.3942 -0.36
C -5.9781 -5.9536 2.0631 0.63
C -0.5103 -5.7945 -0.3364 -0.84
C 0.8136 -0.8383 3.1843 -0.48
C -5.9621 -4.5524 -7.6097 -1.21
C 5.7855 7.1378 4.6591 -1.23
C 8.1141 5.3589 -2.2413 0.23
C 7.9081 4.5578 -0.9558 -0.55
C -4.1759 -5.6277 0.0286 0.65
C -2.9304 -5.6327 -0.8579 -0.13
C 4.3688 7.8749 -3.0772 0.60
C -4.7076 -6.5101 2.1978 0.20
C -1.4828 -1.3595 4.2409 -0.46
C 6.3427 5.7315 4.4626 -0.57
C -2.3718 -6.7810 0.9840 -0.17
C 4.7976 4.5961 -0.6604 -0.95
C 2.9151 7.6145 -3.4696 -0.69
C -1.3460 -2.8768 4.1759 -1.02
C 6.9784 3.3499 -1.0875 -0.75
C 1.4915 10.2186 -2.4707 -1.18
C 2.2800 8.6892 -4.3539 -0.83
C 1.4869 -0.4238 4.4919 -0.61
C 5.5731 3.6723 -1.5923 -0.36
C 5.5293 4.8915 3.4786 -0.31
C -5.4288 -6.9192 -4.7327 -0.57
C 0.0206 -4.3571 -0.1453 -0.30
C -3.8287 -6.3462 1.1796 0.27
C -0.7025 -0.6362 3.1436 -0.63
C 5.3156 7.9273 -4.2723 -1.30
C -6.7838 -4.5946 -6.3254 -0.56
C -8.7440 -5.5385 0.2810 0.65
C -6.9773 -6.1364 3.2028 -1.07
C 4.0826 4.6211 3.8952 -0.69
C -7.6733 -7.5348 3.2554 -0.54
H 1.5020 11.2496 -2.1127 0.37
H 6.4208 7.7049 5.3419 0.39
H 0.4501 9.9295 -2.6274 0.29
H -7.5656 -3.7515 0.0214 0.50
H 1.7644 1.6714 4.0024 0.18
H 4.3335 4.5402 6.0466 0.35
H -2.5401 -1.0987 4.1402 0.39
H -5.9035 -6.8913 -2.6156 0.01
H 5.5190 5.3951 2.5061 0.19
H 2.8557 6.6551 -3.9943 0.40
H 4.1052 1.8887 4.5233 0.21
H 6.4130 5.2248 5.4292 0.27
H 5.6218 2.5711 5.1314 0.41
H -5.9788 -8.8164 2.6825 0.07
H 8.8809 4.2077 -0.5953 0.41
H -0.4310 -6.0301 -1.4060 0.32
H 5.7486 7.6776 3.7105 0.29
H 6.3425 8.0829 -3.9357 0.36
H 7.4316 2.6103 -1.7540 0.32
H 1.9078 9.5929 -1.6796 0.28
H 3.3161 10.4357 -3.5973 0.23
H -6.4664 -5.9151 4.1467 0.53
H 4.7012 4.1548 0.3345 0.19
H -6.6119 -4.3553 -4.1989 0.16
H -0.0733 -4.1309 0.9272 0.16
H 2.7851 8.7087 -5.3239 0.31
H -8.0355 -4.0967 1.6612 0.48
H 2.3211 7.4933 -2.5588 0.31
H 5.2815 5.5695 -0.5617 0.17
H -4.1340 -5.4510 -5.6139 0.34
H 4.6946 7.0720 -2.4095 -0.55
H -5.4302 -3.6030 -7.7008 0.29
H -5.2313 -5.3616 -7.6490 0.28
H -0.9293 0.4322 3.1959 0.34
H -1.2078 -2.8182 -0.1805 0.30
H -1.9486 -3.3450 4.9560 0.40
H 2.5524 -0.6605 4.4208 0.36
H -5.6293 -4.4900 -1.0203 0.50
H 4.3664 2.0721 6.2602 0.36
H 1.0341 -4.2240 -0.5356 0.37
H -6.6130 -4.6564 -8.4798 0.39
H 5.6183 4.1123 -2.5929 0.20
H 7.1619 5.7671 -2.5931 -0.34
H 0.1037 -6.5008 0.2296 0.41
H 7.3655 5.8108 4.0841 0.40
H -7.5295 -3.7952 -6.3623 0.39
H 8.1522 3.7051 -3.6610 0.29
H 8.7498 6.2190 -2.0132 0.42
H -5.4358 -3.4412 -5.1120 0.46
H 7.5269 5.2290 -0.1803 0.19
H -8.0710 -10.1138 1.7241 0.36
H 2.8469 3.8320 5.4556 0.35
H 3.6080 4.0100 3.1196 0.29
H -7.7539 -5.3790 3.0678 0.25
H 3.5263 5.5629 3.9142 0.39
H 0.2928 1.3457 4.9334 0.39
H -1.1734 -1.0039 5.2273 0.28
H 4.4498 8.8019 -2.5028 0.30
H 4.7811 7.1198 5.0849 0.29
H 1.2599 -0.2721 2.3603 0.37
H -7.6810 -7.8940 4.2902 0.37
H -4.5831 -7.6020 -4.6131 0.39
H 1.8611 10.7834 -4.5036 0.38
H 3.7921 4.7659 -1.0511 0.40
H 6.0458 3.9404 3.3174 0.32
H -1.6934 -3.2559 3.2108 0.12
H -4.3582 -5.2591 -3.8941 -0.14
H 1.2452 8.3978 -4.5615 0.39
H 1.0977 -1.0144 5.3258 0.29
H 5.0665 8.7447 -4.9508 0.40
H 5.0200 2.7346 -1.6960 0.37
H 6.9029 2.8638 -0.1091 0.37
H 1.0477 -1.8887 2.9854 0.21
H -6.7206 -8.1653 -3.5253 0.44
H -7.2819 -6.5026 -3.6597 0.25
H -0.3132 -3.1968 4.3221 0.30
H 8.9214 5.1784 -4.2388 0.41
H -7.3436 -5.5327 -6.2774 0.25
H 9.7445 4.1734 -3.0438 0.30
H 5.2856 6.9910 -4.8344 0.27
H 1.8636 1.3065 5.7271 0.33
H -8.7069 -7.4125 2.9151 0.18
H -7.0222 -8.3442 1.3296 0.41
H -5.9194 -7.2013 -5.6689 0.32
H -1.0691 -0.9724 2.1669 0.27

(3)
150
Properties=species:S:1:pos:R:3:mulliken_charge:R:1 method="wB97M-V/def2-TZVPD" e_above_lowest_ev=4.9672 smiles=CC1(C)CCCC(C)(C)N1O.CC1(C)CCCC(C)(C)N1O.CC1(C)CCCC(C)(C)N1O.CC1(C)CCCC(C)(C)N1O.CC1(C)CCCC(C)(C)N1O fmax_ev_per_a=5.3 total_energy_ha=-2421.1636 total_charge=0
O -3.1973 1.8242 4.9700 -0.47
O -5.0539 5.7745 -3.8591 -0.47
O 5.3758 -1.5238 2.1054 -0.59
O -1.2203 -3.9546 1.9692 -0.54
O -0.7336 -0.4394 -1.1689 1.64
N -4.6320 4.7455 -3.0934 0.42
N 5.8757 -1.9236 0.8997 1.11
N -1.8906 -3.5753 0.7580 1.17
N -1.8630 2.1720 4.6784 0.40
N 0.5695 -0.3642 -1.5437 0.50
C -3.1821 2.4532 -1.6095 0.20
C 2.3295 -0.5173 -3.3758 -1.56
C -3.0845 -1.6122 1.5254 -2.17
C -4.0852 2.3269 -2.8671 -1.83
C -2.9649 3.6907 -4.6748 -1.74
C 0.3519 1.0385 -3.5944 -2.07
C -3.9253 5.0023 -1.7980 1.78
C -0.3240 3.3437 3.0503 -1.50
C -4.0296 -2.7428 -0.4194 -0.84
C -3.6772 3.7648 -0.8803 -1.35
C -1.7710 2.7934 3.3462 1.74
C -2.7001 4.0030 3.2608 -1.97
C 6.4274 -4.3300 1.2426 -1.92
C 2.8592 -0.1645 -0.8662 -0.81
C 0.1952 -1.4312 -3.7217 -2.07
C -0.8180 1.2157 5.2365 1.63
C 1.3934 -0.8328 0.8444 -0.80
C 5.5342 -3.2700 0.4332 0.98
C 1.4373 0.1176 -0.4083 2.54
C 7.2163 -1.5121 -1.2010 -1.15
C -4.9580 5.9062 -0.9568 -1.83
C 1.2643 1.6758 -0.1338 -1.49
C -4.1071 -3.9571 1.8601 -1.75
C 0.8588 -0.2907 -3.0009 1.65
C 7.0014 -2.9388 -1.6688 -1.03
C -1.5916 -4.5226 -0.3282 1.80
C 0.6104 1.8495 4.9827 -1.67
C -0.8500 -0.2025 4.6092 -1.82
C 4.0349 -3.6494 0.5978 -0.83
C 3.2567 0.2535 -2.3587 -1.04
C 5.5734 -3.4232 -1.1585 -0.76
C 7.0137 -1.1326 0.2979 1.49
C -2.0245 -5.9621 0.0051 -1.86
C -2.2477 -4.0731 -1.6498 -0.69
C 8.3109 -1.2957 1.1455 -1.69
C -1.0785 1.1988 6.7834 -1.82
C -2.6439 5.7595 -2.0950 -1.87
C -5.4004 3.0524 -4.7836 -1.79
C -0.0750 -4.4382 -0.6275 -2.06
C -3.2690 -3.0521 0.9413 1.60
C 0.8305 2.4916 3.5563 1.00
C 6.5435 0.4110 0.3145 -1.66
C -3.7583 -3.7548 -1.5203 -1.12
C -4.2893 3.4995 -3.8516 1.72
C -2.0694 1.7766 2.1400 -0.18
H -3.9802 -3.1580 -2.4050 0.52
H 8.2399 -1.2524 -1.4712 0.42
H 3.4490 0.4218 -0.1615 0.47
H -3.0182 4.5589 -5.3317 0.41
H 1.7452 3.0844 3.5552 0.58
H -2.1513 1.1712 6.9743 0.38
H -1.4380 -6.3061 0.8570 0.46
H -5.3436 1.9646 -4.8255 0.41
H 5.5449 -4.3919 -1.6575 0.41
H -0.1912 -0.7175 5.3083 0.52
H -3.7284 3.7896 2.9689 0.33
H -5.0912 6.8984 -1.3881 0.39
H -0.6661 1.3203 -3.3254 0.40
H 0.6366 1.1303 -4.6425 0.47
H -3.4333 2.5626 5.5363 0.35
H -4.9067 5.9573 0.1308 0.30
H -1.8006 -4.6465 2.2949 0.29
H 4.5242 -1.1394 1.8849 0.32
H 2.4016 -0.0471 -4.3565 0.52
H 5.6218 0.5598 -0.2481 0.18
H 8.2160 -1.8847 2.0578 0.34
H -5.1182 -2.7457 -0.3639 0.42
H -4.0336 -1.0964 1.6717 0.51
H 7.3113 1.0311 -0.1480 0.50
H -5.0084 -3.3955 2.1056 0.45
H 0.7586 2.5606 5.7954 0.41
H -2.6639 -1.7087 2.5263 0.20
H -2.3230 4.6899 2.5030 0.43
H -2.8914 1.1386 2.4646 0.78
H -0.2102 4.2504 3.6444 0.60
H 0.3313 -0.7756 1.0830 -0.35
H 0.6065 -2.3911 -3.4094 0.45
H -2.1363 3.8406 -3.9827 0.25
H 0.2610 -1.2802 -4.7992 0.45
H -0.8404 -1.2263 -0.6295 -0.61
H -0.1764 3.4349 1.9742 0.32
H 6.4187 0.7970 1.3262 0.41
H 3.0455 1.3112 -2.5157 0.58
H -1.7781 -3.1218 -1.8997 -0.25
H -0.8874 -1.5206 -3.6328 0.25
H -4.2817 -4.8386 1.2432 0.41
H -1.8404 5.1201 -2.4607 0.32
H -3.7746 -1.7518 -0.7949 0.11
H 3.1911 -1.2013 -0.9200 -1.15
H 1.0782 1.6518 2.9072 -1.07
H -0.5189 -0.2732 3.5732 0.25
H 0.2971 2.0614 0.1886 -0.14
H -6.4079 3.3631 -4.5070 0.40
H 3.7449 -3.8957 1.6192 0.44
H 1.8671 1.9693 0.7256 0.45
H -2.8135 6.5474 -2.8289 0.41
H -3.0772 1.5920 -0.9496 0.44
H -5.9634 5.5426 -4.0609 0.34
H -0.5317 0.5186 7.4364 0.35
H 4.7901 -2.8625 -1.6685 0.25
H -1.2286 1.1521 1.8381 -0.28
H -2.7420 2.8029 -5.2667 0.42
H -0.8257 2.1856 7.1711 0.46
H -2.9053 4.1444 -0.2109 0.34
H 1.4158 1.1214 5.0794 0.44
H -2.3136 -1.1239 0.9294 0.26
H -4.5359 3.5039 -0.2617 0.38
H 3.7730 -4.4710 -0.0688 0.34
H -3.5449 -4.2182 2.7567 0.37
H -3.0656 -6.1064 0.2938 0.22
H 6.6216 -0.8244 -1.8021 0.22
H -2.1725 6.2704 -1.2555 0.45
H -1.8145 -0.7042 4.6875 0.32
H 3.5792 -2.7513 0.1808 -0.32
H 4.3173 0.1083 -2.5640 0.29
H -5.9978 5.5995 -1.0699 0.48
H 6.2898 -5.3935 1.0474 0.38
H 6.2186 -4.2194 2.3067 0.40
H 8.7466 -0.3424 1.4446 0.45
H -1.6911 -6.6749 -0.7491 0.44
H -3.7462 1.5087 -3.5025 0.62
H 1.6001 2.2877 -0.9710 0.41
H -2.1279 -4.8727 -2.3808 0.65
H 1.7444 -1.8645 0.8650 -0.43
H 6.9955 -3.0536 -2.7527 0.48
H 2.4981 -1.5808 -3.5453 0.39
H 7.8439 -3.5334 -1.3157 0.37
H -2.3422 2.2327 1.1883 -0.94
H 7.4714 -4.1236 1.0068 0.34
H -5.0593 1.9999 -2.5033 0.33
H 9.0832 -1.8891 0.6561 0.36
H -2.1923 2.7038 -1.9912 -0.31
H -4.3228 -4.6870 -1.4984 0.39
H 0.2932 -5.0074 -1.4810 0.45
H 1.8776 -0.3356 1.6849 0.45
H -2.6671 4.5698 4.1912 0.50
H 0.8391 1.8670 -3.0803 0.34
H 0.5402 -4.6958 0.2347 0.51
H 0.2958 -3.4294 -0.8091 -0.02
H -5.1532 3.3786 -5.7938 0.39